(1)
Density functional theory data (ωB97M-V with the def2-TZVPD basis set) for a cluster of 4 separate species, C49H89N7O9SSi in total in a non-equilibrium geometry.

Each line ends with the Mulliken spin population.
Positions of all 156 atoms, in Å:
1 C -3.593 2.965 3.092  0.00
2 C -2.275 3.769 3.170  -0.01
3 C -1.335 3.316 2.040  0.00
4 C 0.123 3.546 2.396  0.00
5 O 1.090 2.929 1.497  0.00
6 N 0.658 2.841 0.216  0.00
7 C 0.175 1.674 -0.350  0.00
8 C 0.134 0.403 0.423  0.00
9 C 1.278 -0.546 -0.008  0.00
10 O 1.376 -0.547 -1.418  0.00
11 Si 2.499 -1.570 -2.162  0.00
12 C 1.497 -2.912 -3.019  0.00
13 C 3.681 -2.358 -0.951  0.00
14 C 3.383 -0.516 -3.440  0.00
15 C -0.179 1.981 -1.632  0.00
16 C -0.813 1.077 -2.626  0.00
17 C -0.704 1.308 -3.990  0.00
18 C -1.336 0.421 -4.856  0.00
19 C -2.020 -0.656 -4.323  0.00
20 C -2.046 -0.788 -2.943  0.00
21 N -1.468 0.048 -2.090  0.00
22 N 0.158 3.328 -1.795  0.00
23 N -0.048 4.096 -2.948  0.00
24 C 0.958 4.222 -3.677  0.00
25 O 1.811 4.208 -4.444  0.00
26 C 0.662 3.837 -0.672  0.00
27 C 1.154 5.204 -0.379  0.00
28 C 2.679 5.397 -0.614  0.00
29 C 2.981 6.354 -1.769  0.00
30 C 4.465 6.334 -2.178  0.00
31 S 4.618 6.098 -3.934  0.00
32 O 3.552 6.785 -4.600  0.00
33 O 4.768 4.703 -4.223  0.00
34 O 5.980 6.861 -4.218  0.00
35 H -3.725 2.618 2.063  0.00
36 H -4.452 3.600 3.297  0.00
37 H -3.590 2.078 3.723  0.00
38 H -1.821 3.642 4.152  0.01
39 H -2.546 4.811 3.008  0.02
40 H -1.476 2.241 1.890  0.00
41 H -1.627 3.826 1.119  0.00
42 H 0.316 3.087 3.364  0.00
43 H 0.315 4.615 2.518  0.00
44 H -0.828 -0.087 0.328  0.00
45 H 0.332 0.645 1.469  0.00
46 H 2.208 -0.172 0.435  0.00
47 H 1.064 -1.539 0.395  0.00
48 H 2.031 -3.296 -3.891  0.00
49 H 1.289 -3.755 -2.359  0.00
50 H 0.562 -2.464 -3.365  0.00
51 H 3.197 -3.102 -0.317  0.00
52 H 4.475 -2.849 -1.518  0.01
53 H 4.135 -1.614 -0.291  0.00
54 H 4.273 -0.084 -2.977  0.00
55 H 2.729 0.320 -3.700  0.00
56 H 3.634 -1.071 -4.341  0.00
57 H -0.176 2.139 -4.425  0.00
58 H -1.293 0.568 -5.927  0.00
59 H -2.508 -1.387 -4.952  0.00
60 H -2.568 -1.642 -2.521  0.00
61 H 0.989 5.372 0.683  0.00
62 H 0.566 5.969 -0.887  0.00
63 H 3.163 4.427 -0.746  0.00
64 H 3.107 5.826 0.293  0.00
65 H 2.361 6.088 -2.625  0.00
66 H 2.735 7.370 -1.467  0.00
67 H 4.929 7.297 -1.961  0.00
68 H 5.061 5.567 -1.688  0.00
69 H 6.250 6.641 -5.125  0.00
70 C -5.811 -7.334 -4.119  0.01
71 C -4.764 -6.235 -3.784  0.02
72 C -3.643 -6.780 -2.885  0.02
73 C -3.992 -6.899 -1.404  -0.02
74 C -4.595 -5.595 -0.890  0.02
75 C -5.803 -5.151 -1.714  0.02
76 N -5.445 -5.055 -3.165  0.39
77 O -4.759 -3.979 -3.378  0.53
78 C -6.959 -6.138 -1.471  0.01
79 C -6.312 -3.802 -1.217  -0.01
80 C -4.132 -5.854 -5.121  0.00
81 H -6.793 -7.124 -3.708  -0.01
82 H -5.965 -7.408 -5.195  0.00
83 H -5.500 -8.316 -3.759  0.00
84 H -2.774 -6.119 -2.972  0.00
85 H -3.325 -7.750 -3.271  0.00
86 H -4.674 -7.735 -1.233  0.00
87 H -3.087 -7.128 -0.837  0.00
88 H -4.896 -5.706 0.154  0.00
89 H -3.829 -4.812 -0.910  0.00
90 H -7.827 -5.879 -2.078  -0.01
91 H -7.259 -6.091 -0.424  0.00
92 H -6.700 -7.174 -1.669  0.00
93 H -5.539 -3.037 -1.232  0.00
94 H -6.656 -3.902 -0.187  0.00
95 H -7.151 -3.454 -1.821  0.00
96 H -4.857 -5.373 -5.779  0.00
97 H -3.774 -6.760 -5.610  0.00
98 H -3.281 -5.185 -5.001  0.00
99 C -2.196 8.113 7.775  0.02
100 C -2.510 8.139 6.253  0.01
101 C -3.206 9.448 5.844  0.02
102 C -4.699 9.519 6.153  -0.02
103 C -5.413 8.272 5.639  0.02
104 C -4.791 6.985 6.180  0.03
105 N -3.324 6.940 5.880  0.38
106 O -3.140 6.640 4.634  0.55
107 C -5.072 6.894 7.691  0.02
108 C -5.481 5.770 5.568  -0.02
109 C -1.152 8.107 5.555  -0.01
110 H -2.743 7.342 8.308  -0.01
111 H -1.145 7.885 7.951  0.00
112 H -2.414 9.068 8.252  0.00
113 H -3.082 9.587 4.765  0.00
114 H -2.688 10.283 6.318  0.00
115 H -4.865 9.647 7.226  0.00
116 H -5.125 10.403 5.676  0.00
117 H -6.468 8.302 5.916  0.00
118 H -5.379 8.264 4.545  0.00
119 H -4.605 6.008 8.123  -0.01
120 H -6.147 6.816 7.853  0.00
121 H -4.739 7.764 8.252  0.00
122 H -5.450 5.783 4.480  0.00
123 H -6.529 5.760 5.866  0.00
124 H -5.022 4.843 5.915  0.00
125 H -0.640 7.160 5.731  0.00
126 H -0.533 8.910 5.957  0.00
127 H -1.235 8.260 4.480  0.00
128 C 7.882 -8.191 -2.279  0.02
129 C 7.644 -6.773 -1.690  0.01
130 C 8.285 -6.625 -0.301  0.02
131 C 7.496 -7.237 0.853  -0.02
132 C 6.042 -6.778 0.811  0.02
133 C 5.381 -7.072 -0.536  0.03
134 N 6.177 -6.477 -1.656  0.39
135 O 5.976 -5.199 -1.706  0.54
136 C 5.224 -8.596 -0.689  0.01
137 C 3.962 -6.516 -0.558  -0.02
138 C 8.366 -5.813 -2.632  -0.01
139 H 6.966 -8.760 -2.405  -0.01
140 H 8.314 -8.129 -3.277  0.00
141 H 8.560 -8.781 -1.660  0.00
142 H 8.414 -5.558 -0.089  0.00
143 H 9.290 -7.050 -0.332  0.00
144 H 7.560 -8.328 0.829  0.00
145 H 7.945 -6.931 1.800  0.00
146 H 5.470 -7.266 1.603  0.00
147 H 5.998 -5.703 1.013  0.01
148 H 4.795 -8.849 -1.660  -0.01
149 H 4.547 -8.968 0.081  0.00
150 H 6.153 -9.147 -0.572  0.00
151 H 3.935 -5.449 -0.344  0.01
152 H 3.363 -7.020 0.201  0.00
153 H 3.491 -6.684 -1.528  0.00
154 H 7.900 -5.800 -3.618  0.00
155 H 9.398 -6.145 -2.745  0.00
156 H 8.386 -4.794 -2.249  0.00

The maximum force comes out at 2.10 eV/A. Its total charge is +1. The calculation puts the orbital gap (alpha / beta) at 0.282 / 0.317 Ha. The spin multiplicity is 4.

=====

(2)
Density functional theory data (ωB97M-V with the def2-TZVPD basis set) for a cluster of 13 separate species, C49H93F3O27 in total in a non-equilibrium geometry.

Each line ends with the Löwdin charge.
Positions of all 172 atoms, in Å:
1 C 10.631 -3.186 -6.432  -0.09
2 C 11.228 -1.910 -5.930  -0.33
3 O 10.593 -1.799 -4.681  0.17
4 C 9.413 -2.304 -4.747  -0.53
5 O 8.485 -2.201 -3.923  0.12
6 O 9.380 -3.153 -5.822  0.08
7 F 10.951 -0.858 -6.696  0.11
8 H 11.358 -3.960 -6.183  0.14
9 H 10.451 -3.241 -7.505  0.15
10 H 12.310 -1.971 -5.814  0.17
11 C 8.927 1.800 2.281  -0.07
12 C 8.672 1.869 0.757  -0.34
13 O 9.483 2.937 0.416  0.12
14 C 9.442 3.834 1.471  -0.47
15 O 10.004 4.914 1.497  0.16
16 O 8.957 3.172 2.556  0.06
17 F 7.370 2.139 0.585  0.09
18 H 9.903 1.337 2.428  0.14
19 H 8.177 1.306 2.898  0.14
20 H 8.987 0.968 0.231  0.17
21 C -0.125 5.606 -8.712  -0.06
22 C -1.585 5.762 -9.046  -0.31
23 O -2.093 5.925 -7.728  0.15
24 C -1.245 5.468 -6.837  -0.56
25 O -1.455 5.439 -5.626  0.13
26 O -0.077 5.051 -7.384  0.08
27 F -2.162 4.725 -9.670  0.10
28 H 0.390 6.566 -8.757  0.14
29 H 0.338 4.882 -9.384  0.14
30 H -1.635 6.676 -9.637  0.17
31 C -2.575 1.573 -0.123  -0.07
32 C -1.431 1.767 0.898  -0.26
33 O -0.538 0.650 0.889  -0.18
34 C 0.295 0.675 -0.293  -0.27
35 C 1.403 -0.243 0.126  -0.09
36 H -3.215 2.455 -0.154  0.07
37 H -2.223 1.438 -1.145  0.06
38 H -3.280 0.758 0.046  0.07
39 H -0.866 2.699 0.850  0.11
40 H -1.768 1.744 1.934  0.11
41 H -0.212 0.297 -1.181  0.11
42 H 0.642 1.688 -0.497  0.12
43 H 2.100 -0.409 -0.695  0.07
44 H 1.027 -1.207 0.471  0.08
45 H 1.968 0.154 0.970  0.07
46 C -4.079 8.840 3.586  -0.06
47 C -4.070 8.582 2.098  -0.28
48 O -5.267 7.988 1.605  -0.16
49 C -5.358 7.833 0.265  -0.32
50 C -6.648 6.980 -0.070  -0.05
51 H -3.095 8.850 4.056  0.08
52 H -4.664 9.745 3.752  0.08
53 H -4.638 7.998 3.993  0.08
54 H -3.968 9.514 1.542  0.11
55 H -3.249 7.945 1.767  0.12
56 H -5.486 8.793 -0.234  0.11
57 H -4.496 7.366 -0.211  0.11
58 H -6.765 6.158 0.637  0.07
59 H -6.614 6.583 -1.084  0.07
60 H -7.552 7.578 0.048  0.06
61 O -0.524 -4.801 7.883  0.11
62 C -0.627 -3.875 8.638  -0.53
63 O -0.795 -2.578 8.250  -0.02
64 C -1.015 -2.171 6.943  -0.26
65 C -2.489 -2.099 6.575  -0.06
66 C -0.526 -4.127 10.092  0.01
67 H -0.505 -2.829 6.240  0.12
68 H -0.524 -1.198 6.921  0.12
69 H -2.974 -1.527 7.367  0.08
70 H -2.902 -3.107 6.544  0.07
71 H -2.691 -1.724 5.572  0.08
72 H 0.313 -4.788 10.313  0.09
73 H -1.423 -4.624 10.461  0.10
74 H -0.293 -3.195 10.607  0.08
75 O 4.531 8.019 3.828  0.06
76 C 3.342 7.813 3.485  -0.47
77 O 2.615 6.653 3.323  -0.04
78 C 3.085 5.378 3.856  -0.21
79 C 2.661 5.244 5.304  -0.07
80 C 2.450 8.972 3.117  0.00
81 H 4.082 5.147 3.483  0.12
82 H 2.513 4.639 3.296  0.11
83 H 1.599 5.458 5.427  0.08
84 H 3.188 5.968 5.925  0.08
85 H 2.917 4.246 5.659  0.08
86 H 1.697 9.114 3.893  0.09
87 H 1.966 8.805 2.155  0.09
88 H 3.148 9.808 3.090  0.09
89 O -9.733 3.251 7.139  0.06
90 C -8.831 4.001 6.733  -0.54
91 O -8.499 5.155 7.293  -0.01
92 C -9.181 5.727 8.462  -0.16
93 C -8.562 7.067 8.977  -0.06
94 C -7.859 3.556 5.697  0.01
95 H -9.195 4.944 9.220  0.12
96 H -10.228 5.910 8.222  0.12
97 H -7.482 7.105 9.123  0.07
98 H -8.877 7.360 9.978  0.07
99 H -8.845 7.898 8.332  0.07
100 H -7.200 4.376 5.411  0.08
101 H -8.378 3.219 4.800  0.09
102 H -7.305 2.720 6.123  0.10
103 O 4.010 -7.032 1.029  0.08
104 C 4.568 -6.262 1.815  -0.50
105 O 5.874 -5.890 1.863  -0.02
106 C 6.760 -6.317 0.794  -0.20
107 C 7.312 -7.735 0.955  -0.07
108 C 3.806 -5.742 3.001  0.00
109 H 7.552 -5.571 0.721  0.12
110 H 6.219 -6.263 -0.150  0.11
111 H 6.617 -8.573 0.900  0.08
112 H 7.892 -7.765 1.877  0.08
113 H 7.943 -7.993 0.105  0.07
114 H 2.773 -6.087 3.037  0.09
115 H 3.779 -4.652 2.973  0.08
116 H 4.170 -5.954 4.007  0.09
117 O -0.044 -0.313 -6.195  0.05
118 C 0.553 -0.286 -7.295  -0.46
119 O 1.908 -0.389 -7.468  -0.03
120 C 2.842 -0.508 -6.400  -0.23
121 C 3.339 0.862 -5.961  -0.07
122 C -0.242 -0.290 -8.598  0.01
123 H 3.718 -1.042 -6.768  0.12
124 H 2.467 -1.075 -5.548  0.12
125 H 4.262 0.844 -5.382  0.08
126 H 2.517 1.341 -5.429  0.08
127 H 3.488 1.505 -6.829  0.08
128 H -0.986 0.504 -8.526  0.08
129 H -0.766 -1.238 -8.717  0.09
130 H 0.405 -0.026 -9.435  0.08
131 O -2.219 -9.216 3.329  0.09
132 C -3.383 -8.868 3.410  -0.57
133 O -3.975 -7.717 3.106  0.00
134 C -3.191 -6.642 2.611  -0.23
135 C -4.081 -5.645 1.911  -0.07
136 C -4.283 -9.806 4.073  0.00
137 H -2.476 -7.056 1.899  0.12
138 H -2.668 -6.202 3.460  0.13
139 H -4.703 -6.129 1.159  0.08
140 H -3.444 -4.939 1.378  0.08
141 H -4.758 -5.148 2.605  0.08
142 H -4.926 -9.210 4.721  0.09
143 H -3.782 -10.631 4.580  0.10
144 H -4.883 -10.179 3.242  0.10
145 O 3.630 -7.843 -7.165  0.06
146 C 3.865 -7.529 -5.984  -0.49
147 O 3.060 -6.768 -5.174  -0.02
148 C 1.683 -6.625 -5.587  -0.21
149 C 0.777 -6.064 -4.460  -0.06
150 C 5.166 -7.932 -5.358  0.01
151 H 1.263 -7.622 -5.725  0.12
152 H 1.538 -5.948 -6.428  0.12
153 H -0.221 -6.501 -4.495  0.07
154 H 0.777 -4.989 -4.642  0.07
155 H 1.195 -6.236 -3.468  0.08
156 H 5.203 -9.017 -5.265  0.09
157 H 5.199 -7.510 -4.354  0.08
158 H 5.967 -7.648 -6.042  0.09
159 O -7.299 0.328 -3.458  0.11
160 C -6.694 0.016 -4.435  -0.60
161 O -6.539 -1.204 -4.860  0.02
162 C -7.133 -2.254 -4.079  -0.24
163 C -6.559 -3.548 -4.440  -0.08
164 C -5.979 1.015 -5.334  0.03
165 H -8.212 -2.244 -4.227  0.13
166 H -7.016 -2.036 -3.017  0.12
167 H -6.888 -4.303 -3.725  0.09
168 H -5.470 -3.507 -4.437  0.09
169 H -6.827 -3.875 -5.445  0.08
170 H -6.585 1.073 -6.239  0.09
171 H -4.952 0.680 -5.477  0.09
172 H -6.005 1.938 -4.755  0.09

The maximum force comes out at 6.04 eV/A. The calculation puts the orbital gap at 0.357 Ha.

=====

(3)
Density functional theory data (ωB97M-V with the def2-TZVPD basis set) for a structure of composition C4Cl2LaO4Ti in a non-equilibrium geometry.

Each line ends with the Mulliken spin population.
Positions of all 12 atoms, in Å:
1 Ti -1.065 -0.440 -1.573  0.78
2 La 1.197 0.633 0.802  0.00
3 Cl 0.752 0.956 -1.983  -0.02
4 Cl -0.120 -1.769 0.137  0.00
5 C 1.470 -0.543 2.889  0.00
6 C -2.289 0.963 -1.388  -0.08
7 C -2.751 -0.455 -0.703  -0.07
8 O 1.490 -1.193 3.857  0.00
9 O -2.828 2.033 -1.546  0.22
10 O -3.714 -0.877 -0.109  0.16
11 O 4.445 0.291 -0.455  0.00
12 C 3.413 0.401 0.073  0.00

The maximum force comes out at 13.47 eV/A. Its total charge is +4. Its energy relative to the best compared isomer or geometry (same formula, charge and spin) is 0.0 kJ/mol. The calculation puts the orbital gap (alpha / beta) at 0.293 / 0.292 Ha. The spin multiplicity is 2.

=====

(4)
Density functional theory data (ωB97M-V with the def2-TZVPD basis set) for a structure of composition C4Cl2LaO4V in a non-equilibrium geometry.

Each line ends with the Mulliken spin population.
Positions of all 12 atoms, in Å:
1 La 0.129 -0.254 -1.381  0.00
2 V -0.315 0.093 1.783  1.99
3 Cl -1.238 1.531 0.341  0.00
4 Cl 1.578 -0.712 0.908  -0.01
5 C -0.722 -1.082 3.166  -0.08
6 C -0.101 0.904 -3.487  0.00
7 C 0.414 -1.490 -3.431  0.00
8 O -0.789 -1.681 4.158  0.08
9 O -0.034 1.264 -4.600  0.00
10 O 0.457 -1.869 -4.527  0.00
11 O 0.453 1.971 4.001  0.14
12 C 0.169 1.325 3.069  -0.12

The maximum force comes out at 11.69 eV/A. Its total charge is +4. Its energy relative to the best compared isomer or geometry (same formula, charge and spin) is 150.9 kJ/mol. The calculation puts the orbital gap (alpha / beta) at 0.295 / 0.353 Ha. The spin multiplicity is 3.

=====

- Among the records above, which one has the lowest maximum force?
  C49H89N7O9SSi

=====

- Which of these has the lowest maximum force?
  C49H89N7O9SSi